[1]
A gas-phase ion, C3IO2 (charge -1). Source: OMol25; level of theory: ωB97M-V/def2-TZVPD.

Last column: Mulliken charge in e.
Atoms and positions in Å:
I1 -0.9432 1.8895 -1.8742  -0.15
O1 -0.3622 0.8823 1.3973  -0.73
O2 0.3956 -2.2895 0.7295  -0.41
C1 0.3107 0.3634 -1.0995  -0.69
C2 0.4377 -1.1138 0.4967  0.49
C3 0.1614 0.2682 0.3503  0.48

Cartesian forces (eV/Å) of the 2 atoms listed first:
-0.04 0.31 -0.02
1.11 -1.23 -2.29

HOMO level (alpha / beta) in hartree: -0.129 / -0.129
HOMO-LUMO gap (alpha / beta) in eV: 6.7258 / 6.7264
Charge: -1
Energy relative to the best compared isomer or geometry (same formula, charge and spin) in kcal per mole: 82.3

***

[2]
C3N2O in the gas phase. Source: OMol25; level of theory: ωB97M-V/def2-TZVPD.

Last column: Mulliken charge in e.
Atoms and positions in Å:
O1 -1.1118 -1.1337 1.1481  -0.34
N1 0.8327 -0.2830 -1.4410  -0.18
N2 0.3844 2.1582 0.5171  -0.33
C1 0.1156 1.0256 0.3760  0.21
C2 0.2029 -1.1187 -0.9227  0.07
C3 -0.4238 -0.6483 0.3225  0.57

Cartesian forces (eV/Å) of the 2 atoms listed first:
0.73 0.39 -0.95
0.53 -2.10 -1.99

HOMO level in hartree: -0.449
Structure (SMILES): N#CC(=O)C#N
HOMO-LUMO gap in eV: 10.1691
Energy relative to the best compared isomer or geometry (same formula, charge and spin) in kcal per mole: 59.1

***

[3]
2 unconnected molecules or ions with the total composition C3N2O2. Source: OMol25; level of theory: ωB97M-V/def2-TZVPD.

Last column: Mulliken charge in e.
Atoms and positions in Å:
O1 -0.3247 -3.1622 1.5562  -0.16
O2 1.4809 -0.7880 -0.8193  -0.33
N1 -0.2140 0.7760 -0.3713  -0.36
N2 -0.6956 3.1716 -0.7296  -0.36
C1 -0.3359 -2.0283 1.5591  0.14
C2 0.6633 -0.0094 -0.6566  0.67
C3 -0.5740 2.0403 -0.5386  0.40

Cartesian forces (eV/Å) of the 2 atoms listed first:
-0.04 1.29 0.04
0.87 -1.20 -0.36

HOMO level in hartree: -0.416
HOMO-LUMO gap in eV: 11.6882
Energy relative to the best compared isomer or geometry (same formula, charge and spin) in kcal per mole: 15.7

***

[4]
C3N2O3S2 in the gas phase. Source: OMol25; level of theory: ωB97M-V/def2-TZVPD.

Last column: Mulliken charge in e.
Atoms and positions in Å:
S1 2.6078 -0.2389 -0.6081  0.32
S2 -2.1135 0.3759 -0.8683  0.57
O1 -3.1719 -0.6203 -0.9002  -0.42
O2 -0.2642 -2.2133 0.0078  -0.28
O3 2.7812 1.0745 -1.2604  -0.41
N1 -1.6475 0.5261 0.6350  -0.24
N2 -0.6292 1.3330 0.9513  -0.22
C1 1.0125 -0.0912 0.2002  0.23
C2 0.2558 -1.1918 0.1754  0.49
C3 0.5490 1.1161 0.6647  -0.05

Cartesian forces (eV/Å) of the 2 atoms listed first:
-0.30 -0.15 0.22
-0.47 -0.21 1.64

HOMO level (alpha / beta) in hartree: -0.335 / -0.342
HOMO-LUMO gap (alpha / beta) in eV: 7.2032 / 7.5512
Energy relative to the best compared isomer or geometry (same formula, charge and spin) in kcal per mole: 55.1

***

[5]
A molecular structure, C3N4O3S. Source: OMol25; level of theory: ωB97M-V/def2-TZVPD.

Last column: Mulliken charge in e.
Atoms and positions in Å:
S1 -1.2649 -1.2216 0.3846  0.11
O1 0.4464 2.1227 -0.6767  -0.10
O2 1.3493 -1.8801 0.5059  -0.54
O3 3.1674 -1.0518 -0.5486  -0.46
N1 -0.8881 1.4628 -0.4898  -0.37
N2 2.0417 -0.9847 -0.0369  0.87
N3 1.4252 1.3760 -0.4810  -0.03
N4 -3.9164 -0.4070 0.7843  -0.30
C1 -2.8921 -0.7739 0.5511  0.24
C2 1.2652 0.2042 -0.1523  0.13
C3 -0.7711 0.2978 -0.1978  0.45

Cartesian forces (eV/Å) of the 2 atoms listed first:
-0.64 0.22 -0.25
-1.28 1.87 -0.41

HOMO level in hartree: -0.399
HOMO-LUMO gap in eV: 8.9038
Energy relative to the best compared isomer or geometry (same formula, charge and spin) in kcal per mole: 26.0

***

Q: What is the energy relative to the best compared isomer or geometry (same formula, charge and spin) in the fifth record?
A: 26.0 kcal per mole